[1]
Here is a 3-piece molecular cluster, C13H26FO12P3 overall from OMol25. Energies are from ωB97M-V with the def2-TZVPD basis set.

XYZ file:
```
55
Properties=species:S:1:pos:R:3
O 2.375 -4.900 5.236
P 1.509 -4.275 4.227
C 1.900 -2.527 3.895
C 1.067 -1.538 3.574
C -0.401 -1.383 3.385
C -1.223 -2.647 3.071
C -2.055 -3.026 4.289
F -1.340 -2.902 5.463
C 1.914 -0.300 3.423
O 1.486 0.763 3.147
O 3.210 -0.591 3.694
C 3.299 -1.945 3.948
O 4.299 -2.545 4.190
H 0.158 -4.454 4.556
H 1.717 -4.937 2.989
H -0.818 -0.845 4.234
H -0.529 -0.701 2.544
H -1.948 -2.361 2.311
H -0.653 -3.468 2.645
H -2.530 -4.001 4.204
H -2.865 -2.301 4.372
C 2.875 3.448 -4.045
O 3.562 2.426 -3.331
P 2.655 1.566 -2.213
O 1.369 1.429 -2.965
O 2.661 2.885 -1.224
C 3.909 3.525 -0.911
O 2.235 0.577 -0.935
C 2.823 0.711 0.367
H 3.637 4.112 -4.454
H 2.305 3.016 -4.864
H 2.217 4.018 -3.390
H 3.964 4.482 -1.430
H 4.767 2.917 -1.194
H 3.947 3.702 0.164
H 2.363 1.531 0.913
H 3.899 0.859 0.298
H 2.631 -0.212 0.908
C -4.270 -1.320 -4.658
O -3.213 -0.971 -3.773
P -3.663 -0.222 -2.341
O -4.862 -1.055 -2.020
O -4.034 1.164 -3.143
C -3.055 1.745 -4.024
O -3.626 0.576 -0.868
C -3.028 1.875 -0.740
H -3.823 -1.468 -5.642
H -4.737 -2.249 -4.337
H -5.017 -0.529 -4.720
H -3.370 1.601 -5.057
H -2.065 1.308 -3.890
H -2.993 2.813 -3.817
H -3.717 2.638 -1.099
H -2.085 1.938 -1.282
H -2.833 2.051 0.317
```

* energy above the lowest of the compared OMol25 structures with the same formula, charge and spin: 351.6 kJ/mol
* SMILES: O=[PH2]C1=C(CCCF)C(=O)OC1=O.COP(=O)(OC)OC.COP(=O)(OC)OC

[2]
Here is CNa6O3 as an isolated structure from OMol25. Energies are from ωB97M-V with the def2-TZVPD basis set.

XYZ file:
```
10
Properties=species:S:1:pos:R:3
Na -0.678 3.133 1.788
Na 2.697 -0.858 3.569
Na -2.443 -2.791 -1.772
Na -3.704 2.173 -1.548
Na -1.164 -3.896 2.960
Na 1.846 3.284 -2.837
C 0.877 -0.284 -0.551
O 0.127 0.051 -1.492
O 0.713 -1.309 0.067
O 1.730 0.500 -0.184
```

* energy above the lowest of the compared OMol25 structures with the same formula, charge and spin: 302.1 kJ/mol
* net charge: +4

[3]
Here is an isolated molecule of C3H6O2S from OMol25. Energies are from ωB97M-V with the def2-TZVPD basis set.

XYZ file:
```
12
Properties=species:S:1:pos:R:3
C 0.705 1.341 -0.190
C -1.329 -0.008 -0.094
C 0.476 -1.358 0.267
H 0.795 1.430 -1.226
H 1.347 2.259 0.166
H -1.985 -0.098 0.914
H -1.816 0.313 -0.974
H 0.193 -1.203 1.333
H 0.853 -2.405 -0.061
O -0.499 1.018 0.362
O -0.626 -1.089 -0.450
S 1.886 -0.200 -0.047
```

* energy above the lowest of the compared OMol25 structures with the same formula, charge and spin: 280.1 kJ/mol
* SMILES: C1OCSCO1